*i*
Molecular formula: CH2N2O2Si
Method: DFT, the ωB97M-V functional and the def2-TZVPD basis

Summary:
HOMO-LUMO gap (alpha / beta) = 7.3 / 7.3 eV
Net charge = 0

Last column: natural (NBO) charge in e.
Atoms and positions in Å:
C: 0.14 1.27 -0.45  -0.144
N: 0.00 1.95 -1.36  -0.363
N: 0.08 -1.05 -0.69  -0.106
O: 0.12 -0.52 -1.82  -0.113
O: -0.39 1.50 1.91  -1.090
Si: -0.24 0.19 1.20  1.663
H: -0.52 -1.23 1.78  -0.150
H: 0.82 -2.11 -0.55  0.303

*ii*
Molecular formula: CH2N2O2Si
Method: DFT, the ωB97M-V functional and the def2-TZVPD basis

Summary:
Structure (SMILES) = N#C[SiH2][N+](=O)[O-]
HOMO-LUMO gap = 10.9 eV
Net charge = 0

Last column: natural (NBO) charge in e.
Atoms and positions in Å:
C: 1.50 -0.08 -1.08  -0.129
N: 2.23 -0.92 -1.34  -0.269
N: -0.95 -0.62 0.30  0.229
O: -1.73 -0.38 1.20  -0.395
O: -1.12 -1.56 -0.42  -0.338
Si: 0.11 0.81 0.05  1.107
H: -0.75 2.04 -0.09  -0.075
H: 0.71 0.71 1.37  -0.130

*iii*
Molecular formula: CH2N2O2Si
Method: DFT, the ωB97M-V functional and the def2-TZVPD basis

Summary:
HOMO-LUMO gap (alpha / beta) = 7.1 / 7.1 eV
Net charge = 0

Last column: natural (NBO) charge in e.
Atoms and positions in Å:
C: -2.87 -0.49 0.02  -0.059
N: -3.87 -1.10 -0.10  -0.507
N: 0.23 -1.88 0.06  0.148
O: 0.13 -2.42 -1.01  -0.320
O: 0.11 -2.47 1.15  -0.338
Si: 0.26 -0.12 -0.08  1.357
H: 0.49 0.75 1.09  -0.120
H: 0.62 -0.10 -1.41  -0.161

Most stable structure - *ii*; separation to the second - 2.766 eV.

*i*
Molecular formula: C3H6NO2
Method: DFT, the ωB97M-V functional and the def2-TZVPD basis

Summary:
HOMO-LUMO gap (alpha / beta) = 7.3 / 7.3 eV
Net charge = +1

Last column: natural (NBO) charge in e.
Atoms and positions in Å:
C: -0.25 0.55 0.41  0.316
C: -1.02 -0.21 -0.51  0.324
C: -0.56 -1.39 -1.16  -0.774
N: -0.14 0.99 1.56  0.005
O: 1.38 0.63 -0.26  -0.677
O: 1.05 1.66 1.86  -0.477
H: -2.03 -0.01 -0.78  0.257
H: 0.53 -1.47 -1.12  0.301
H: -0.86 -1.40 -2.21  0.317
H: -0.93 -2.40 -0.88  0.371
H: 1.77 1.42 0.24  0.508
H: 1.06 1.63 2.84  0.530

*ii*
Molecular formula: C3H6NO2
Method: DFT, the ωB97M-V functional and the def2-TZVPD basis

Summary:
Structure (SMILES) = O=C1C[NH2+]CO1
HOMO-LUMO gap = 11.6 eV
Net charge = +1

Last column: natural (NBO) charge in e.
Atoms and positions in Å:
C: -1.46 -0.21 0.06  0.773
C: -0.13 -1.12 0.07  -0.359
C: 0.37 1.18 0.18  0.064
N: 0.91 -0.10 -0.33  -0.554
O: -2.60 -0.50 -0.01  -0.419
O: -0.98 1.11 -0.17  -0.486
H: 0.13 -1.60 1.08  0.282
H: -0.33 -1.90 -0.65  0.282
H: 0.43 1.13 1.34  0.210
H: 0.82 2.10 -0.28  0.257
H: 1.92 -0.21 0.09  0.480
H: 0.93 0.11 -1.39  0.469

*iii*
Molecular formula: C3H6NO2
Method: DFT, the ωB97M-V functional and the def2-TZVPD basis

Summary:
HOMO-LUMO gap = 6.6 eV
Net charge = +1

Last column: natural (NBO) charge in e.
Atoms and positions in Å:
C: -0.35 0.39 1.95  -0.239
C: 0.73 -0.38 2.03  0.661
C: 0.92 0.11 -1.95  0.144
N: -0.25 -0.30 -1.66  -0.551
O: -1.34 0.06 0.95  -0.742
O: 1.68 -1.00 1.96  -0.401
H: -0.43 1.25 2.45  0.226
H: 1.06 1.17 -2.11  0.248
H: 1.61 -0.70 -1.83  0.239
H: -0.37 -1.36 -1.49  0.456
H: -2.20 0.49 1.23  0.506
H: -1.07 0.27 -1.54  0.455

Most stable structure - *ii*; separation to the second - 1.753 eV.